Entry 1:
C7H17NPS | the ωB97M-V functional and the def2-TZVPD basis

Each line ends with the natural charge from an NBO analysis.
Positions of all 27 atoms, in Å:
C (1.03968, -0.52777, -2.57853)  -0.5954
C (0.06835, 0.31109, -1.62474)  -0.4858
C (-0.56470, -0.50174, -0.54179)  -0.1546
C (0.61269, -1.35690, 0.31381)  -0.4387
C (1.65000, -0.59123, 1.22334)  -0.5899
P (-1.56208, -1.77792, -1.52075)  0.7977
S (-3.15316, -0.68882, -1.75683)  -0.2627
N (-1.39345, 0.37760, 0.38352)  -0.4684
C (-0.98962, 1.77890, 0.53110)  -0.4171
C (-1.83028, -0.27995, 1.65858)  -0.3738
H (0.59225, -1.50760, -2.75315)  0.2011
H (2.16753, -0.48250, -2.28202)  0.2445
H (0.98305, 0.01536, -3.44045)  0.2305
H (0.85966, 1.06037, -1.33104)  0.2441
H (-0.72477, 0.82403, -2.02921)  0.2137
H (0.27897, -2.06966, 1.01588)  0.2165
H (1.15877, -2.00829, -0.27808)  0.2314
H (2.34675, -0.00338, 0.50278)  0.2080
H (2.19224, -1.33867, 1.62997)  0.2264
H (1.17471, 0.20711, 1.92059)  0.1986
H (-2.34095, 0.34054, -0.36259)  0.4161
H (-0.32342, 1.70130, 1.37533)  0.2101
H (-0.39144, 2.29335, -0.22982)  0.2514
H (-1.77552, 2.36137, 0.77514)  0.2241
H (-1.01407, -0.19885, 2.22806)  0.2127
H (-2.77434, 0.33032, 1.96434)  0.2389
H (-2.07676, -1.28063, 1.33353)  0.2208

Total energy = -1070.8511 a.u.
Total charge = +1
HOMO = -0.4943 Eh
LUMO energy = -5.638 eV
Spin multiplicity = 1
SMILES = CCC(CC)(P=S)[NH+](C)C

=====

Entry 2:
C4H6O3S | the ωB97M-V functional and the def2-TZVPD basis

Each line ends with the natural charge from an NBO analysis.
Positions of all 14 atoms, in Å:
O (-0.46424, 0.67863, -2.47040)  -0.5678
C (-0.71639, 1.25898, -1.35831)  0.8041
O (-0.62123, 2.68136, -1.05443)  -0.7226
C (-0.80530, 0.54013, 0.00529)  -0.5494
C (-0.29722, -0.84891, 0.32735)  -0.0793
O (0.99872, -0.59221, 0.87909)  -0.5135
C (1.84755, -1.53956, 1.31420)  0.0886
S (1.70911, -3.14322, 0.67472)  -0.1523
H (-0.84784, 3.32053, -1.98801)  0.5089
H (-0.49951, 1.28541, 0.75469)  0.2594
H (-1.88416, 0.55966, 0.12133)  0.2470
H (-0.78611, -1.46105, 1.05609)  0.2111
H (-0.25567, -1.53026, -0.55300)  0.2312
H (2.62230, -1.20950, 2.29139)  0.2344

Total energy = -779.8255 a.u.
Total charge = 0
HOMO = -0.3292 Eh
LUMO energy = -0.054 eV
Spin multiplicity = 1
SMILES = O=C(O)CCOC=S

=====

Entry 3:
C26H64FN2O11 | the ωB97M-V functional and the def2-TZVPD basis

Each line ends with the Löwdin charge.
Positions of all 104 atoms, in Å:
C (-1.14509, -1.36846, -2.80521)  0.0107
C (0.19042, -1.71435, -3.41913)  -0.5232
O (0.22062, -2.01173, -4.57626)  0.0618
N (1.33468, -1.73209, -2.62203)  -0.0768
C (2.51668, -2.04004, -3.45214)  -0.0431
C (1.55444, -0.43407, -1.94833)  -0.1758
C (2.54012, -0.52260, -0.76441)  -0.1371
C (1.78461, -0.42201, 0.60484)  -0.1641
C (2.07264, 0.97421, 1.17645)  -0.1138
C (1.27818, 1.36372, 2.47043)  -0.3203
C (0.49248, 0.18157, 3.10513)  -0.0396
C (-0.84524, -0.10226, 2.49530)  -0.4880
O (-1.78269, 0.56124, 2.52170)  0.1898
F (-0.96455, -1.31271, 1.89118)  0.0851
C (2.32858, 1.76502, 3.58220)  -0.0541
C (2.18927, 3.20524, 4.09862)  -0.4763
C (1.05641, 3.37315, 5.11330)  -0.0175
C (3.48486, 3.51039, 4.89517)  -0.0364
N (2.15061, 4.17625, 2.99197)  -0.1080
O (3.29790, 4.36717, 2.45247)  -0.0037
C (1.03501, 3.95134, 2.03487)  -0.4458
C (1.48963, 4.33208, 0.61723)  -0.0315
C (-0.06921, 4.99971, 2.37456)  -0.0109
C (0.36378, 2.56859, 2.11887)  -0.0734
H (-1.08311, -1.11964, -1.74968)  0.0689
H (-1.59319, -0.54070, -3.35422)  0.0885
H (-1.78202, -2.23253, -2.96294)  0.0614
H (2.39325, -3.05324, -3.81890)  0.0956
H (3.41244, -2.01644, -2.83627)  0.0820
H (2.63231, -1.32309, -4.26610)  0.0806
H (1.96809, 0.25798, -2.69890)  0.1221
H (0.60464, 0.00430, -1.64402)  0.1015
H (3.17346, 0.35790, -0.86217)  0.1077
H (3.11218, -1.44108, -0.82406)  0.1007
H (0.72633, -0.46884, 0.35135)  0.0932
H (2.12803, -1.24593, 1.23279)  0.0817
H (3.15380, 1.07194, 1.28180)  0.1220
H (1.78457, 1.67471, 0.39267)  0.0977
H (1.11947, -0.70163, 3.18303)  0.1117
H (0.28258, 0.49570, 4.12931)  0.1291
H (3.35506, 1.63166, 3.24824)  0.1132
H (2.20992, 1.12430, 4.45863)  0.1214
H (1.19253, 2.67947, 5.93764)  0.0920
H (0.07456, 3.26156, 4.66264)  0.0410
H (1.11480, 4.38359, 5.52249)  0.0991
H (4.35439, 3.12246, 4.37253)  0.0760
H (3.44276, 2.96798, 5.84059)  0.0862
H (3.61328, 4.57726, 5.05545)  0.0912
H (0.61522, 4.17269, -0.03283)  0.0722
H (2.27994, 3.69084, 0.24040)  0.0744
H (1.74709, 5.38579, 0.60106)  0.0919
H (-0.65365, 4.68299, 3.23588)  0.0683
H (-0.76406, 4.97820, 1.53332)  0.0757
H (0.35361, 5.99053, 2.51096)  0.0934
H (-0.07358, 2.37273, 1.13755)  0.1311
H (-0.45921, 2.57876, 2.83351)  0.0992
C (1.65487, -0.29965, -6.96958)  -0.1567
O (2.15240, 0.69437, -6.07484)  -0.1339
H (2.41147, -0.48736, -7.72812)  0.0786
H (1.45190, -1.22276, -6.42626)  0.0493
H (0.74111, 0.05322, -7.45486)  0.0778
H (1.47026, 0.84820, -5.41252)  0.0609
C (-2.48160, 1.88624, 5.94239)  -0.1470
O (-3.51789, 1.52013, 5.03722)  -0.1233
H (-2.93823, 2.23904, 6.86407)  0.0807
H (-1.85070, 1.01888, 6.16071)  0.0675
H (-1.87349, 2.68533, 5.51121)  0.0576
H (-3.09927, 1.21033, 4.22533)  0.0373
C (-1.42624, -2.35034, 5.47464)  -0.1404
O (-0.73666, -1.68480, 6.53001)  -0.1329
H (-1.09146, -1.92407, 4.53272)  0.0526
H (-1.19602, -3.41842, 5.48595)  0.0799
H (-2.50359, -2.19961, 5.57436)  0.0854
H (-1.03790, -2.06684, 7.36093)  0.0762
C (-3.81052, -2.74935, -5.68130)  -0.1380
O (-2.94441, -3.82923, -6.02973)  -0.1512
H (-4.82299, -3.13341, -5.58698)  0.0710
H (-3.49841, -2.31382, -4.72829)  0.0654
H (-3.78566, -1.98641, -6.46275)  0.0838
H (-2.05568, -3.46234, -6.10869)  0.0735
C (-1.98487, -5.24034, -3.39135)  -0.1436
O (-1.22631, -4.63964, -2.34336)  -0.1319
H (-1.66281, -4.80599, -4.32820)  0.0553
H (-1.81502, -6.31999, -3.41634)  0.0797
H (-3.04902, -5.03624, -3.24883)  0.0817
H (-1.51215, -5.02332, -1.50805)  0.0763
C (3.55054, -2.61346, 3.66709)  -0.1431
O (3.67242, -2.49304, 2.25180)  -0.1375
H (4.23983, -1.90997, 4.12740)  0.0818
H (2.53106, -2.37733, 3.98586)  0.0647
H (3.80524, -3.62633, 3.98681)  0.0788
H (3.05882, -3.12267, 1.85699)  0.0793
C (-1.88235, 3.66541, -2.28665)  -0.1519
O (-1.47052, 4.65508, -1.34845)  -0.1361
H (-1.08483, 3.53672, -3.01466)  0.0769
H (-2.06493, 2.71256, -1.78137)  0.0718
H (-2.79095, 3.98389, -2.80294)  0.0770
H (-2.18450, 4.76077, -0.71037)  0.0743
C (-5.78631, -5.29377, -7.32076)  -0.1563
O (-6.11578, -4.16528, -8.12629)  -0.1288
H (-6.67141, -5.59199, -6.76322)  0.0801
H (-5.46463, -6.12267, -7.95624)  0.0793
H (-4.99104, -5.03181, -6.62207)  0.0455
H (-5.32142, -3.91750, -8.61095)  0.0738

Total energy = -2065.8537 a.u.
Total charge = 0
HOMO (alpha / beta) = -0.3087 / -0.3491 Eh
LUMO energy (alpha / beta) = 0.290 / 0.282 eV
Spin multiplicity = 2

=====

What did the first record say?
C7H17NPS | the ωB97M-V functional and the def2-TZVPD basis

Each line ends with the natural charge from an NBO analysis.
Positions of all 27 atoms, in Å:
C (1.03968, -0.52777, -2.57853)  -0.5954
C (0.06835, 0.31109, -1.62474)  -0.4858
C (-0.56470, -0.50174, -0.54179)  -0.1546
C (0.61269, -1.35690, 0.31381)  -0.4387
C (1.65000, -0.59123, 1.22334)  -0.5899
P (-1.56208, -1.77792, -1.52075)  0.7977
S (-3.15316, -0.68882, -1.75683)  -0.2627
N (-1.39345, 0.37760, 0.38352)  -0.4684
C (-0.98962, 1.77890, 0.53110)  -0.4171
C (-1.83028, -0.27995, 1.65858)  -0.3738
H (0.59225, -1.50760, -2.75315)  0.2011
H (2.16753, -0.48250, -2.28202)  0.2445
H (0.98305, 0.01536, -3.44045)  0.2305
H (0.85966, 1.06037, -1.33104)  0.2441
H (-0.72477, 0.82403, -2.02921)  0.2137
H (0.27897, -2.06966, 1.01588)  0.2165
H (1.15877, -2.00829, -0.27808)  0.2314
H (2.34675, -0.00338, 0.50278)  0.2080
H (2.19224, -1.33867, 1.62997)  0.2264
H (1.17471, 0.20711, 1.92059)  0.1986
H (-2.34095, 0.34054, -0.36259)  0.4161
H (-0.32342, 1.70130, 1.37533)  0.2101
H (-0.39144, 2.29335, -0.22982)  0.2514
H (-1.77552, 2.36137, 0.77514)  0.2241
H (-1.01407, -0.19885, 2.22806)  0.2127
H (-2.77434, 0.33032, 1.96434)  0.2389
H (-2.07676, -1.28063, 1.33353)  0.2208

Total energy = -1070.8511 a.u.
Total charge = +1
HOMO = -0.4943 Eh
LUMO energy = -5.638 eV
Spin multiplicity = 1
SMILES = CCC(CC)(P=S)[NH+](C)C